(1)
{
  "formula": "CHClFN3",
  "method": "the ωB97M-V functional and the def2-TZVPD basis",
  "energy_ev": -20756.32803,
  "total_charge": 0,
  "homo_energy_ev": [-9.8, -9.8],
  "e_lumo_ev": [-1.1085, -1.1088],
  "elements": ["C", "N", "N", "N", "F", "Cl", "H"],
  "positions_angstrom": [[0.98, -0.65, 0.40], [1.45, 0.47, 0.28], [0.51, -1.73, 0.26], [-1.10, 0.85, -0.79], [-1.90, 1.71, 0.04], [0.33, 1.42, -0.87], [-0.26, -2.07, 0.68]]
}

***

(2)
{
  "formula": "CHClFNO",
  "method": "the ωB97M-V functional and the def2-TZVPD basis",
  "energy_ev": -19826.09609,
  "total_charge": 0,
  "homo_energy_ev": [-10.2, -9.6],
  "e_lumo_ev": [-0.9318, -1.0091],
  "elements": ["C", "N", "O", "F", "Cl", "H"],
  "positions_angstrom": [[-0.73, -0.57, 0.74], [1.33, 0.54, -0.39], [-0.62, -1.40, 1.53], [-1.71, 0.07, 0.18], [0.53, 1.74, -1.32], [1.19, -0.39, -0.74]]
}

***

(3)
{
  "formula": "CHClINO",
  "method": "the ωB97M-V functional and the def2-TZVPD basis",
  "energy_ev": -25210.44886,
  "total_charge": 0,
  "homo_energy_ev": [-9.9, -10.0],
  "e_lumo_ev": [-3.6336, -3.5940],
  "elements": ["C", "N", "O", "Cl", "I", "H"],
  "positions_angstrom": [[-0.87, -0.18, -0.02], [0.37, 0.32, -0.02], [-1.84, 0.53, -0.04], [0.78, 1.92, 0.03], [2.43, -1.32, 0.08], [-0.87, -1.28, -0.02]]
}

***

Relative energy (zero: lowest compared OMol25 entry of this formula, charge and spin) / kJ/mol: 174.6 350.6 163.0